ORCA calculation (the ωB97M-V functional and the def2-TZVPD basis) on the molecule C11H18N2.

```
31
Properties=species:S:1:pos:R:3:forces:R:3
C -1.875702 0.433318 -0.503712 -1.677 -2.699 -0.260
H -3.852092 0.477219 -1.416757 -2.064 -0.686 0.567
C 2.166917 2.045881 0.543817 -0.363 -1.054 1.514
H -3.088264 0.299983 1.306803 0.287 -0.213 0.002
C 1.004294 2.715798 0.586725 0.514 -0.761 -1.654
C -1.199524 1.549510 0.103884 -0.235 2.971 -0.055
H -2.640336 0.545817 -2.638678 0.025 0.309 1.289
C 0.690009 -2.458182 0.515730 1.888 1.942 1.301
C 3.003106 -1.518743 0.126895 -1.382 -0.640 -0.375
H -0.334512 -2.216828 0.455556 -1.291 0.074 -0.255
H 0.656692 -0.183524 1.090341 0.034 1.235 -1.003
C -2.641816 -0.397212 0.578980 -0.979 0.097 0.002
H 1.020264 -2.208950 1.588800 -0.520 -1.324 -1.213
C 1.091183 -0.100670 0.057576 1.569 -2.303 1.100
N 0.770112 0.871382 -0.917289 0.068 0.165 -0.211
H 3.120716 -0.945830 1.022294 0.004 0.145 0.827
H -1.848042 2.299975 0.604766 0.661 -0.577 -0.004
H 0.780552 3.687930 0.973738 -0.196 0.008 0.546
C 1.537282 -1.488779 -0.305974 -1.333 0.058 -1.764
C -2.907257 0.857865 -1.579434 2.486 1.696 -1.760
H 0.903353 -3.398846 0.097438 0.081 -1.682 0.449
H 3.584168 -1.051038 -0.588087 1.262 0.978 -1.475
H -2.102417 -1.188520 1.126602 0.131 0.584 -0.254
H -1.157502 -0.245989 -0.968025 -0.111 0.127 -0.041
H -3.530345 -0.881750 0.128505 0.576 -0.023 0.080
H 3.010894 1.957987 1.271033 -0.550 0.926 -1.080
H 3.376699 -2.492549 0.258565 0.384 -1.431 0.342
H -2.933569 1.973276 -1.593932 -0.300 -0.766 -0.124
C 0.072721 1.825349 -0.187901 -2.060 2.077 1.501
N 2.069366 0.890168 -0.291673 1.823 0.499 -0.079
H 1.253053 -1.654058 -1.446591 1.267 0.270 2.084
```
Positions in Å, forces in eV/Å.

Summary:
Energy above the lowest of the compared OMol25 structures with the same formula, charge and spin   102.03 kcal/mol
Kohn-Sham gap   8.61 eV
SMILES string   CC(C)/C=C1/C=CN2[C@H](C(C)C)N12
Energy   -539.2675 a.u.
HOMO level   -0.2805 hartree

Results of the Löwdin charge analysis, in e, for atoms 1 through 6: C -0.415; H 0.026; C -0.066; H 0.078; C 0.019; C -0.091



ORCA calculation (the ωB97M-V functional and the def2-TZVPD basis) on a cluster of 10 separate species, C32H36F3N7 in total.

```
78
Properties=species:S:1:pos:R:3:forces:R:3
H -9.701996 4.506806 25.618571 -0.017 0.013 -0.101
H -6.419693 1.185873 18.593566 0.153 -0.246 -0.282
H -7.214898 -0.855029 20.286940 -0.133 -0.080 0.080
C -4.450184 4.443452 21.202329 0.179 -0.472 0.267
H -3.532241 0.682825 23.055526 -0.001 -0.028 -0.021
C -7.785303 -3.057050 23.452572 -0.344 0.187 0.402
H -11.845840 2.589598 23.028742 -0.349 -0.033 -0.291
H -11.709607 0.719259 26.032570 0.008 0.061 0.129
C -9.578196 0.651437 26.029142 -0.648 1.239 -0.500
H -7.540533 0.803120 25.600535 0.241 0.297 0.458
H -4.544211 -1.577560 22.301163 0.119 0.424 0.510
F -9.522610 -0.690323 26.127136 -0.020 -0.050 0.017
C -7.773810 1.379608 21.473898 -0.170 -0.314 -0.156
H -6.515475 3.902433 20.869111 0.116 -0.362 0.104
H -10.254214 3.267357 18.986833 -0.043 0.014 0.187
C -4.194173 -1.183092 20.288851 0.230 0.363 0.337
H -9.513076 -4.195636 23.774986 0.235 -0.109 -0.164
H -10.660837 5.012949 19.297120 -0.221 -0.093 -0.461
H -11.738601 2.478454 21.219346 -0.057 0.181 -0.032
C -5.304678 5.374244 23.652464 -0.171 -0.497 -0.973
H -2.609700 1.574873 19.033567 -0.005 -0.339 -0.331
C -11.197537 2.598608 22.150316 0.355 -0.051 0.886
N -4.235922 1.088825 16.294970 0.323 -0.093 -0.316
C -4.323407 2.686593 25.485497 -0.041 0.634 -0.247
N -10.192953 -1.749350 19.787369 -0.510 -0.058 0.052
C -9.056047 -1.686592 19.678169 0.703 -0.024 0.241
C -10.799907 1.308608 25.988350 -0.483 -0.549 -0.033
H -3.353072 6.185117 23.927290 0.195 -0.241 0.017
H -11.819173 3.176312 25.747717 -0.037 0.020 0.027
H -4.017813 4.060505 20.287044 -0.342 -0.007 -0.144
H -7.108502 1.657150 23.401786 0.086 -0.012 -0.023
H -7.396563 -1.139139 18.571004 0.121 -0.155 -0.024
C -9.152015 4.621447 17.843580 -0.116 0.279 -0.434
C -3.059554 0.858272 19.712146 0.195 1.101 0.703
H -9.210167 -3.118658 25.066870 0.535 0.242 0.181
C -8.695368 -3.755879 24.352308 -0.439 -0.441 -0.514
H -6.421899 0.244120 22.644750 -0.091 -0.129 -0.188
C -3.389464 3.567397 26.199489 -0.338 -1.122 0.202
N -5.104391 2.023160 24.969447 0.046 -0.142 0.000
H -7.226525 4.593967 23.116844 -0.011 0.140 -0.021
H -4.652487 -2.136047 20.063500 0.117 0.016 -0.366
C -8.454486 2.758043 25.729852 -0.319 0.279 -0.596
C -10.858076 2.684688 25.800974 0.835 0.171 0.265
C -3.572867 5.048054 22.082362 0.562 -0.094 -0.414
H -7.072738 -2.496793 19.687075 -0.228 -0.139 -0.048
F -2.316977 2.284577 21.469310 -0.146 0.211 -0.185
C -4.116578 -0.836949 21.636904 -0.467 -0.081 -0.830
H -3.534000 3.254863 27.236298 0.338 0.425 0.147
H -8.132074 -4.564611 24.812917 -0.165 0.060 0.307
H -5.331702 2.486628 18.823122 -0.274 0.453 -0.122
C -3.019239 1.213750 21.060908 -0.136 -1.261 -0.458
C -10.417136 3.831343 22.256029 0.054 -0.181 -0.142
C -7.606090 -1.559988 19.556020 0.052 0.405 -0.278
H -3.619704 4.618321 26.070703 -0.091 0.003 -0.105
H -3.638809 -0.593637 18.282005 -0.214 0.010 -0.045
N -8.127698 1.807679 20.466933 0.028 0.002 0.133
H -9.165994 4.414072 19.854616 -0.097 -0.497 0.110
C -5.772880 4.257710 21.573099 -0.119 0.824 -0.386
N -9.780592 4.775159 22.407205 -0.079 -0.019 -0.049
F -5.755652 5.774196 24.854741 0.073 0.241 0.279
N -7.043672 -2.511374 22.771221 0.164 0.082 -0.237
N -8.532879 4.904113 16.919030 0.023 -0.103 -0.012
H -10.531669 1.748448 22.301757 0.087 0.027 -0.267
C -9.888171 4.288126 19.045245 0.521 0.384 0.543
C -3.985201 5.581705 23.287726 -0.463 0.185 0.511
C -6.198874 4.734047 22.801420 -0.135 -0.105 0.569
C -9.670397 3.430987 25.712952 -0.437 -0.426 0.239
C -3.673643 -0.321377 19.327100 0.260 -0.380 -0.023
H -2.531388 5.038290 21.783472 0.032 0.436 0.183
C -3.578551 0.387141 22.013376 0.155 -0.134 0.803
C -8.435153 1.380840 25.815773 0.890 -1.109 -0.011
H -8.109050 0.235032 23.242014 -0.120 -0.152 -0.312
H -7.528173 3.278892 25.521776 0.012 0.052 0.182
C -5.922672 1.991453 18.050530 -0.053 -0.257 0.553
C -7.340286 0.818318 22.742522 0.260 0.665 0.432
C -4.985100 1.502654 17.054694 -0.504 -0.074 0.086
H -6.721246 2.592829 17.621211 0.284 0.345 -0.008
H -2.375173 3.323896 25.891754 0.048 0.188 0.008
```
Positions in Å, forces in eV/Å.

Summary:
Energy above the lowest of the compared OMol25 structures with the same formula, charge and spin   0.00 kcal/mol
Kohn-Sham gap   9.71 eV
SMILES string   Fc1ccccc1.Fc1ccccc1.Fc1ccccc1.CC#N.CC#N.CC#N.CC#N.CC#N.CC#N.CC#N
Energy   -1923.7944 a.u.
HOMO level   -0.3424 hartree

Results of the Löwdin charge analysis, in e, for atoms 1 through 6: H 0.103; H 0.044; H 0.033; C -0.096; H 0.098; C -0.239



ORCA calculation (the ωB97M-V functional and the def2-TZVPD basis) on a cluster of 2 separate species, C50H55F2NO4S2 in total.

```
114
Properties=species:S:1:pos:R:3:forces:R:3
H 1.114526 6.114541 -3.582813 0.701 -0.022 0.537
C -4.610438 -8.612303 -0.944928 -0.043 -0.177 -0.005
C -3.340238 0.391172 -1.879573 0.312 -1.798 0.938
H -3.417293 -2.786610 -3.402156 0.194 0.410 0.837
H -2.886583 -11.054437 0.649011 -0.040 0.032 -0.032
C -3.653632 -10.586209 0.043378 -0.069 0.051 -0.056
N -2.909190 1.135303 0.450704 0.339 -1.170 1.029
H 7.219146 1.907508 -1.414064 -0.458 -0.599 0.395
H 0.869223 7.899065 3.673826 0.843 -0.818 -0.785
H -6.434489 -11.367361 -1.728994 0.002 0.175 -0.053
C 6.061547 -1.428908 1.062523 0.613 0.839 0.170
C 3.215079 7.630913 0.698757 -0.772 -0.313 0.375
C -7.638282 -6.681371 -3.318507 -0.106 0.167 -0.079
C -2.825856 -1.367228 -0.187826 -0.276 -0.054 -1.106
H -4.697426 -12.426946 -0.336093 -0.003 0.058 -0.018
H -2.833711 -8.618728 0.266828 -0.127 0.091 -0.087
H 3.875697 8.535264 0.777891 -0.535 -0.946 0.129
H 1.441852 4.859989 0.616793 0.628 0.170 -0.774
C -7.658150 -5.301257 -3.457258 0.071 -0.063 0.059
H -3.485240 1.472163 -2.116199 0.156 -1.128 0.135
H 4.787439 1.643334 -2.392892 0.157 0.600 0.680
S -1.186700 0.325139 2.441965 -0.364 0.484 -1.138
H 3.032880 5.000266 2.022269 0.659 0.453 -0.223
H 2.185843 6.977099 -2.346044 -0.231 -0.694 -0.736
H -0.556424 4.247209 0.887883 0.096 -0.450 -0.718
H -6.926218 -0.305557 2.534435 0.659 0.589 0.122
C 2.982111 4.816960 -1.072336 -1.470 -1.397 -1.434
H 1.833757 0.072025 1.580473 0.286 -0.759 -0.417
H 0.761043 3.354427 -1.713903 -0.394 1.050 0.088
C -5.618716 -9.388609 -1.519098 0.149 -0.026 0.136
H 1.281590 6.161861 -0.601569 0.481 -0.972 0.241
H 2.586408 7.814582 -0.213727 0.537 -0.265 0.828
H 5.251399 -0.255447 2.733124 0.148 -0.988 -0.149
C 1.561750 7.568991 2.882799 0.114 0.995 -0.607
H 2.010187 -1.641618 0.913211 0.351 0.805 0.127
C -3.294465 -2.049651 -2.584563 0.203 2.024 1.699
C 5.232146 6.458311 3.862144 -0.227 -0.422 -0.189
C -3.623596 -9.216572 -0.171645 0.097 -0.156 0.106
H -3.678650 -0.288385 -3.923528 0.170 -0.582 0.942
C -6.692787 -4.521478 -2.825649 0.006 -0.090 -0.006
C 2.892493 -1.329011 2.914912 0.452 0.828 -1.157
C 2.300661 7.575256 1.916226 -0.022 0.177 -0.194
H -8.394198 -7.284217 -3.807056 0.110 -0.089 0.108
C -5.086821 0.221158 1.457449 0.437 2.057 1.750
H 4.292114 1.090223 -0.750119 0.625 0.580 -0.529
O -3.702897 -6.464039 -0.650681 -0.089 -0.061 -0.066
C 6.445090 1.242253 -0.966375 -1.312 -0.080 0.588
C -4.588214 -7.140898 -1.139055 0.458 0.355 0.263
C -3.910559 2.228204 2.440607 -0.946 -0.641 0.195
H 3.065247 -0.390646 3.515373 0.165 -1.101 -0.250
C 4.099873 6.306802 0.479794 1.225 1.370 1.312
C 2.511360 -0.805634 1.457792 -0.412 -0.115 1.144
H 5.310172 -1.176862 0.262948 0.458 -0.314 0.824
C -6.662365 -8.763010 -2.370787 -0.428 -0.339 -0.273
C 2.774034 4.865953 -2.669615 1.304 1.122 0.204
C -3.460204 -0.643309 -2.887666 0.165 0.258 1.051
C 2.141102 6.209200 -3.160640 0.636 0.150 -0.184
C 7.215009 -0.336189 0.952293 -0.841 0.316 -0.425
H -1.684175 3.781083 -0.434398 0.775 -0.094 0.229
C -4.670019 -11.358105 -0.512804 -0.003 0.110 -0.033
S -0.225438 1.915366 0.153840 -0.383 -0.217 0.231
H 2.987930 2.616031 -1.606198 -0.151 0.825 0.759
F 2.818215 2.804167 0.402573 0.772 0.479 -0.841
C -1.577557 1.098383 1.038599 0.338 0.330 0.801
H 4.034895 -2.879785 1.882351 0.120 0.192 0.872
C 3.391207 3.296752 -0.808959 0.642 0.241 -0.302
H 7.765983 -0.236213 1.921182 -0.216 -0.417 -0.908
C -0.627901 3.699118 -0.081039 -0.785 0.280 -0.648
H 6.444705 -2.451943 0.811502 -0.287 0.784 0.447
C -5.697937 -5.124476 -2.071100 -0.058 0.229 -0.074
C 0.376308 4.266809 -1.188067 0.040 -0.454 1.489
C 4.186695 -2.214220 2.768030 -0.204 0.732 0.563
C -3.973935 1.156385 1.439129 -1.566 0.375 1.527
C 4.046764 5.302136 1.681322 1.515 -0.770 0.801
C -5.993300 1.437564 3.516353 1.255 0.038 -1.012
H 5.498557 6.983623 4.787859 -0.077 -0.625 -1.085
H 3.409834 -0.453760 0.899691 -0.618 -0.372 0.454
C 5.007784 1.766324 -1.301488 0.735 -1.245 0.312
F 4.109204 4.849185 -3.198085 -1.079 -0.311 0.171
C 5.473634 -1.337919 2.514438 -0.042 -0.199 -0.342
C 6.554187 1.070443 0.604480 0.337 -0.732 -0.727
H 5.504108 1.009503 1.003946 1.041 0.587 -0.127
C -6.650961 -7.288355 -2.547811 0.040 0.176 0.003
H -4.784197 3.192892 4.246526 -0.116 -0.732 -0.746
C 4.842342 5.832344 2.895731 -1.288 0.858 -0.367
H -2.814383 -3.480707 -0.987256 -0.120 1.115 0.142
H 2.036192 -1.857390 3.401135 0.675 0.243 -0.563
H 5.147309 6.719398 0.530890 -0.926 -0.653 -0.361
H 2.291106 3.945743 -3.063541 0.182 0.804 0.310
C 1.556375 5.081444 -0.467154 -0.938 0.331 -0.286
H -3.050557 2.937108 2.409105 -0.778 -0.695 -0.075
H 4.575793 4.352068 1.389527 -0.579 0.909 -0.033
H -5.186701 -0.591222 0.713056 0.064 0.702 0.661
O 4.791811 3.125547 -0.831128 -1.593 -0.897 -0.184
H -6.768497 1.517633 4.304780 0.607 -0.123 -0.687
O -7.514119 -9.444151 -2.907229 0.088 0.068 0.056
H -4.946180 -4.513841 -1.585669 0.000 -0.153 0.015
C -3.022824 0.032364 -0.498914 -0.270 -1.141 -3.017
H -6.716180 -3.442228 -2.924438 0.022 -0.053 0.011
H 7.869306 -0.621881 0.093138 -0.035 0.273 0.953
H -8.430143 -4.829908 -4.054170 0.038 -0.033 0.033
H 6.302095 -1.636059 3.213195 -0.771 0.231 -0.565
H 4.326298 -2.801944 3.708182 -0.069 0.170 -0.886
H 7.126314 1.935709 1.011609 -0.615 -0.704 0.032
H 6.502172 0.204919 -1.402448 0.045 1.088 0.076
H -0.207303 4.942387 -1.855233 0.619 -0.715 0.267
C -5.669746 -6.508005 -1.934774 -0.161 -0.003 -0.088
C -2.971060 -2.398199 -1.207691 -0.226 1.375 -0.991
H -2.567935 -1.687470 0.848722 -0.242 0.421 -0.969
O 3.999313 5.755300 -0.824036 -0.836 -0.251 0.849
C -6.070963 0.400444 2.525843 0.941 0.653 -0.495
H 2.802297 6.611464 -3.975232 -0.642 -0.516 0.679
C -5.647484 -10.761864 -1.295773 0.062 -0.199 0.075
C -4.886679 2.387298 3.487867 -0.121 -1.890 -1.732
```
Positions in Å, forces in eV/Å.

Summary:
Kohn-Sham gap   7.31 eV
SMILES string   C#CCC(CC#C)O[C@](CCCSC(=S)N(c1ccccc1)c1ccccc1)([C@H](F)OCCCCCCCCC)[C@@H](C)F.O=C1c2ccccc2C(=O)c2ccccc21
Energy   -3289.7947 a.u.
HOMO level   -0.3078 hartree

Results of the Löwdin charge analysis, in e, for atoms 1 through 6: H 0.083; C -0.084; C -0.001; H 0.099; H 0.108; C -0.056



Question: The highest HOMO level belongs to which entry?
Answer: C11H18N2